(1)
{"formula": "C24H31Cu2N6O", "method": "wB97M-V/def2-TZVPD", "elements": ["H", "Cu", "C", "C", "H", "H", "H", "C", "C", "Cu", "C", "C", "H", "C", "H", "H", "C", "N", "H", "H", "H", "C", "C", "H", "C", "H", "C", "H", "N", "N", "H", "N", "H", "H", "C", "C", "H", "H", "C", "C", "H", "C", "H", "C", "H", "O", "H", "H", "C", "C", "C", "H", "H", "H", "H", "N", "N", "H", "H", "C", "C", "C", "H", "H"], "coordinates": [[-2.823, 0.815, -1.934], [-0.614, -0.210, 2.423], [-3.465, -4.271, 1.171], [-2.069, 0.826, -2.707], [-0.869, 5.681, -1.014], [3.874, 1.860, -0.722], [-0.998, 3.159, -1.939], [-2.124, 1.395, -3.976], [-0.826, 1.407, -4.472], [0.984, -2.419, 0.811], [3.775, 0.911, -1.226], [-2.045, 1.823, 3.313], [2.947, -3.404, 4.136], [-2.806, 0.649, 3.299], [-4.088, -2.597, -1.565], [-0.532, -0.250, -1.733], [4.564, 0.359, -2.231], [-0.821, 0.288, -2.538], [-1.640, 2.422, 4.115], [-3.053, 1.806, -4.341], [-1.895, -3.016, 1.933], [3.129, -2.802, 3.258], [-0.311, 4.840, -0.630], [-3.583, -4.974, 1.982], [0.464, 4.733, 0.517], [5.487, 0.809, -2.565], [-3.732, -2.989, -0.623], [-0.837, -0.288, 0.122], [-2.063, 2.244, 1.989], [-2.602, -3.265, 1.256], [-2.140, -1.623, -0.086], [2.604, 0.199, -1.100], [-0.344, 1.854, -5.329], [-1.633, 3.098, 1.662], [-0.405, 3.538, -1.119], [0.938, 3.428, 0.626], [0.485, 1.661, -0.482], [4.170, -4.271, 2.048], [-2.741, -2.475, 0.196], [-0.046, 0.708, -3.614], [-3.664, -0.665, 1.729], [4.002, -0.851, -2.515], [2.511, -0.815, 3.741], [2.730, -0.966, -1.916], [2.910, -0.207, 1.388], [0.114, -0.313, 0.345], [1.016, 0.511, -3.620], [-4.830, -4.885, -0.504], [-3.145, 0.240, 2.007], [3.695, -2.291, 1.143], [-2.610, 1.282, 1.185], [1.592, 3.006, 1.375], [4.139, -2.315, 0.159], [-2.566, 1.491, 0.126], [-3.142, 0.084, 4.156], [0.421, 2.666, -0.400], [2.778, -1.521, 3.069], [1.855, 0.419, -0.458], [0.655, 5.554, 1.192], [3.101, -1.203, 1.759], [-4.131, -4.195, -0.054], [3.711, -3.295, 2.097], [4.540, -1.630, -3.035], [2.004, -1.764, -1.881]], "atomic_forces_ev_per_a": [[-0.0529, -0.2784, -0.1180], [-0.4878, 0.5159, -0.7862], [-1.3616, -2.4234, -0.2551], [1.0922, -1.4688, 0.7870], [0.1841, -0.0213, 0.0790], [0.0395, -0.0095, -0.0108], [0.1849, 0.1241, -0.1322], [0.0623, 1.3101, -1.0345], [-1.3471, 1.0541, -1.6720], [0.6757, 1.3468, -0.2294], [-0.7865, 0.9571, -0.9502], [-0.8596, -0.1195, -1.4223], [0.0399, 0.5244, 0.2639], [0.9807, -0.9818, 1.9817], [0.1872, 0.0837, 0.0464], [0.4875, 0.0502, 0.0438], [0.2236, 1.7908, 2.4312], [-0.4724, 0.7888, -0.3762], [-0.2208, -0.0184, -0.0930], [0.2896, 0.2023, -0.3811], [-0.5624, -0.7388, 0.4456], [0.7658, -1.9297, 0.1406], [-1.1190, -2.0054, -0.6030], [0.1336, -0.0751, -0.1897], [1.0955, -0.2506, 0.8875], [0.0186, -0.3568, 0.0044], [0.8057, 0.2134, -0.3776], [0.5252, -0.0374, 0.3010], [0.4985, -0.8834, 0.6816], [1.6429, 1.4034, 1.0013], [0.1477, -0.0965, 0.6628], [1.2510, -1.2269, -1.1129], [-0.7157, 0.1060, -0.3098], [0.1770, 0.0042, -0.1844], [0.2392, -0.3826, -0.6320], [-0.1529, 0.2152, 0.2702], [-0.2066, 0.2771, 0.0675], [-0.1821, 0.0178, -0.2089], [-0.7848, 1.5379, -3.1210], [0.8268, -1.6493, 2.8994], [-0.0722, 0.2880, -0.1180], [-1.8065, -2.2994, -0.6971], [0.0109, -0.4057, 0.1106], [1.2096, 1.5008, 0.7572], [0.3139, -0.0799, 0.1159], [-0.6026, -1.0691, 1.1191], [0.0819, -0.1337, -0.0780], [-0.0698, -0.0068, 0.4645], [1.3198, 1.8463, -2.0232], [-0.5416, 0.8064, -0.7131], [-0.8085, -0.1828, 0.7003], [0.0050, 0.0105, -0.0939], [-0.1471, 0.1406, 0.0086], [-0.3488, -0.2554, 0.0429], [0.2100, 0.2066, 0.2751], [-0.8430, 2.2219, 0.2881], [-0.1015, 0.6326, -1.1726], [0.1777, -0.4595, -0.1603], [0.3164, -0.1755, 0.0258], [-0.7819, 1.1112, -0.1815], [-0.1299, -0.1021, 1.2300], [-0.2639, -1.1267, 1.7967], [-0.4873, -0.0543, -0.4372], [0.0968, 0.0161, -0.0546]], "spin_multiplicity": 2, "charge": 2, "orbital_gap_ha": [0.224, 0.133]}


(2)
{"formula": "C12H15N5O2S3", "method": "wB97M-V/def2-TZVPD", "elements": ["H", "H", "C", "S", "H", "H", "C", "H", "C", "N", "H", "C", "S", "H", "N", "H", "C", "C", "O", "C", "S", "C", "H", "N", "H", "H", "H", "C", "H", "C", "H", "C", "O", "N", "H", "N", "C"], "coordinates": [[-7.306, -0.462, 0.717], [-6.923, 0.855, -1.369], [-6.332, -0.010, 0.519], [1.556, 1.775, -0.343], [2.732, 0.947, -2.247], [7.913, -1.705, 0.831], [6.304, 0.952, -0.069], [7.035, 1.733, -0.114], [1.843, 0.600, -1.726], [-0.189, 1.078, 1.533], [7.254, -1.024, 2.313], [7.555, -0.788, 1.295], [-1.244, 0.526, -0.753], [-5.822, -1.416, -1.040], [5.275, -1.032, 0.406], [-3.704, -0.436, 1.724], [-6.503, 1.178, -0.419], [-4.029, -0.544, -0.337], [1.093, -1.590, -1.166], [-5.415, -1.082, -0.085], [4.771, 1.160, -0.832], [-2.059, 0.258, 0.760], [3.150, -2.022, -0.081], [3.160, -1.095, -0.499], [-5.348, -1.939, 0.589], [-5.927, 0.334, 1.474], [-7.169, 1.916, 0.020], [0.071, 1.116, 0.273], [-5.545, 1.654, -0.618], [4.345, -0.447, -0.269], [8.357, -0.056, 1.314], [6.388, -0.262, 0.535], [-3.551, -0.339, -1.429], [-3.316, -0.275, 0.805], [0.979, 0.623, -2.389], [-1.390, 0.595, 1.814], [1.990, -0.778, -1.135]], "atomic_forces_ev_per_a": [[0.0530, -0.0157, 0.0930], [-0.0333, 0.0058, -0.1276], [-0.0074, 0.0200, -0.1784], [0.2806, 0.2087, -0.2598], [-0.0662, 0.0076, -0.0867], [0.0721, -0.0578, 0.0052], [-0.0506, -0.1768, 0.0229], [0.2034, 0.1595, 0.0273], [-0.3225, 0.1759, 0.4434], [1.5165, 0.5097, -0.0485], [0.0408, -0.0222, 0.0837], [-0.0723, 0.0153, -0.0350], [0.4945, 0.3787, 0.9904], [0.1002, -0.0317, 0.0380], [-0.4461, -0.6967, 0.1335], [0.0050, -0.0042, -0.0996], [-0.0145, -0.0956, 0.2073], [-0.4075, -0.3068, 0.4086], [-0.0489, -0.0454, -0.1156], [-0.1500, 0.0663, -0.0050], [0.1264, -0.6119, 0.3196], [0.6636, 0.3632, -0.8143], [-0.0600, 0.1748, -0.0881], [-0.0602, -0.7367, 0.2714], [0.0193, -0.0539, -0.0383], [-0.0744, -0.0444, 0.0595], [-0.0349, 0.1017, -0.0177], [-0.7358, -0.3972, -0.6975], [0.0723, 0.1108, -0.0700], [0.3686, 0.9722, -0.3146], [0.0944, 0.0004, 0.0413], [0.2444, 0.7885, -0.2653], [-0.1150, -0.0160, -0.3707], [-0.2065, -0.1125, 0.2179], [0.2183, -0.1216, -0.0593], [-1.6268, -0.5786, 0.5628], [-0.0405, 0.0664, -0.2339]], "smiles": "CCCC(=O)Nc1nnc(SCC(=O)Nc2nc(C)cs2)s1", "charge": 0, "orbital_gap_ha": 0.332}


(3)
{"formula": "C26H24CrN5O6S", "method": "wB97M-V/def2-TZVPD", "elements": ["O", "H", "S", "C", "C", "H", "H", "C", "H", "C", "N", "O", "N", "H", "H", "C", "H", "H", "H", "O", "H", "C", "H", "C", "H", "C", "C", "O", "H", "H", "C", "C", "C", "C", "C", "N", "C", "C", "H", "C", "C", "C", "H", "N", "H", "H", "C", "H", "H", "C", "C", "C", "N", "H", "O", "C", "Cr", "C", "H", "H", "C", "O", "H"], "coordinates": [[-0.099, -1.317, 2.914], [-5.415, 0.844, -3.127], [-1.110, 1.496, -1.864], [1.627, -1.923, 0.432], [-1.939, 0.963, 7.403], [4.228, -2.213, 2.549], [-4.200, 0.547, 4.930], [3.147, -0.404, 2.139], [1.611, 3.172, 2.226], [-3.345, -5.272, 4.484], [-1.651, -0.358, 1.491], [2.127, 2.352, 2.231], [-2.778, 2.600, -3.541], [-0.244, -1.069, 5.288], [-3.656, 0.886, -1.006], [-5.144, 2.983, -3.081], [-3.904, 4.102, -4.435], [-1.235, -5.492, 4.818], [-1.823, 1.471, 8.354], [-3.743, 0.360, 0.709], [1.311, -4.249, -0.439], [-1.244, -0.957, 2.660], [-4.884, -2.404, 3.591], [-4.359, -4.391, 4.142], [2.821, -3.599, 1.062], [-1.742, -3.486, 4.253], [3.424, -1.756, 1.983], [0.544, -3.767, -0.768], [-4.292, 2.483, -5.004], [-3.933, 1.684, 7.074], [1.520, 1.473, 1.499], [0.559, -2.519, -0.407], [-2.240, -0.348, 4.949], [-2.684, 1.822, -2.463], [-3.267, 0.432, 5.467], [-3.773, 1.334, -1.913], [-2.450, -1.106, 3.625], [-4.042, 3.072, -4.120], [-5.386, -4.733, 4.099], [-2.757, -2.596, 3.900], [-0.908, 0.185, 6.893], [-3.029, -0.107, 1.584], [-4.999, 3.760, -2.324], [1.406, -0.607, 0.541], [-1.910, 2.893, -3.951], [3.704, 0.214, 2.832], [-5.115, 1.618, -2.417], [-6.112, 3.144, -3.552], [-0.718, -3.141, 4.301], [2.642, -2.532, 1.134], [2.113, 0.132, 1.406], [-1.055, -0.468, 5.675], [-3.471, -0.482, 2.811], [-3.573, -6.307, 4.708], [0.478, 1.707, 0.894], [-2.036, -4.813, 4.541], [-0.358, 0.070, 0.006], [-4.066, -3.063, 3.851], [-5.801, 1.582, -1.577], [-4.438, -0.424, 3.063], [-3.119, 1.082, 6.686], [-0.353, -1.800, -0.773], [0.019, 0.079, 7.449]], "atomic_forces_ev_per_a": [[-0.2571, 0.1478, -0.2258], [0.0198, -0.0434, -0.0110], [0.5019, 0.1495, -0.1633], [0.0575, 0.3602, 0.0758], [0.0291, -0.0245, -0.0171], [-0.0954, 0.0384, -0.0665], [0.0727, 0.0173, 0.0450], [0.2303, 0.0320, 0.1999], [-0.0536, 0.2159, 0.0605], [0.0167, 0.0104, -0.0004], [-0.8456, -0.3189, 1.0993], [0.4537, 0.2838, 0.4108], [-0.2750, 0.1115, -0.1925], [-0.0326, 0.0068, -0.0075], [-0.1163, -0.1470, 0.1674], [0.0709, 0.0399, 0.1113], [0.0510, 0.0718, -0.0524], [-0.0818, 0.0810, -0.0395], [-0.0082, -0.0335, -0.0512], [0.1629, 0.0834, -0.0973], [0.0836, -0.1696, -0.0092], [-0.0627, 0.2418, -0.2290], [0.0358, -0.0289, -0.0162], [-0.0092, 0.0158, -0.0188], [0.0068, 0.0539, 0.0090], [-0.0260, 0.0009, 0.0364], [0.1102, -0.0394, 0.0780], [0.2300, -0.6725, -0.0118], [0.0162, -0.0712, 0.0070], [0.0420, -0.0387, -0.0277], [-0.1212, -0.1363, -0.2493], [0.1157, 0.0797, -0.0414], [0.1260, -0.0882, -0.1007], [0.0200, -0.1878, 0.0343], [-0.0419, 0.0283, 0.0534], [-0.2142, 0.0471, 0.1280], [-0.0305, -0.0771, 0.0390], [0.1279, -0.0821, 0.0744], [0.0620, 0.0294, 0.0019], [0.1163, 0.1255, -0.0229], [0.0245, -0.0264, -0.0444], [0.2660, -0.2586, 0.1186], [-0.0251, -0.0577, -0.0427], [0.5949, -0.2898, 0.3133], [0.1206, 0.0550, -0.0255], [-0.0335, -0.0585, -0.0422], [0.0792, -0.0042, 0.0007], [0.0021, 0.0432, -0.0088], [-0.0427, -0.0005, -0.0112], [0.1580, -0.2437, 0.0963], [-0.0417, -0.4167, -0.2638], [-0.0489, 0.0013, 0.0438], [0.2622, -0.0962, 0.0370], [0.0129, 0.0654, -0.0047], [-0.1185, 0.3015, 0.1499], [0.0482, 0.0457, -0.0064], [-0.9429, 0.6477, -0.9196], [-0.0219, -0.0380, 0.0336], [-0.0220, -0.0477, 0.0922], [-0.1023, 0.0322, -0.1460], [-0.0102, 0.0100, -0.0084], [-0.5488, 0.2083, -0.2718], [-0.0975, 0.0144, -0.0693]], "spin_multiplicity": 5, "charge": 1, "orbital_gap_ha": [0.234, 0.249]}


(4)
{"formula": "C2H4N2", "method": "wB97M-V/def2-TZVPD", "elements": ["H", "H", "C", "H", "N", "H", "N", "C"], "coordinates": [[-0.163, -1.090, -1.262], [-0.971, -2.029, 0.146], [-0.609, -1.125, -0.313], [1.759, 1.185, -0.318], [-0.090, 1.256, -0.002], [-0.568, 0.006, 1.490], [1.028, 1.862, -0.178], [-0.386, -0.065, 0.437]], "atomic_forces_ev_per_a": [[-0.1812, -0.3271, -1.5733], [-0.0369, -0.1331, -0.2142], [0.5893, 0.0033, 1.1761], [1.1596, -0.9612, 0.5914], [2.0857, 2.5388, 0.4507], [-0.4075, -0.1392, 0.5066], [-3.9366, -1.7658, -0.5263], [0.7277, 0.7843, -0.4110]], "smiles": "[H]/N=N\\C=C", "charge": 0, "orbital_gap_ha": 0.346}